(1)
9
Properties=species:S:1:pos:R:3 method="wB97M-V/def2-TZVPD" total_charge=+1 e_above_lowest_kcal_mol=18.1 e_homo_ev=-13.1
C 2.417 -0.080 0.449
N -1.831 0.136 -0.291
S 1.254 -0.034 -0.640
H 3.519 0.060 0.189
H 2.202 -0.338 1.413
H -2.736 0.275 -0.780
H -2.046 0.084 0.684
H -1.708 -0.908 -0.571
H -1.070 0.804 -0.453

***

(2)
50
Properties=species:S:1:pos:R:3 method="wB97M-V/def2-TZVPD" total_charge=0 e_above_lowest_kcal_mol=0.4 e_homo_ev=-8.3
Li 0.556 -0.480 0.432
C -1.048 -3.334 -1.883
Sb -1.579 -2.196 -0.151
C -2.820 -3.667 0.775
C -3.179 -1.094 -1.106
C -4.021 -0.332 -0.126
C -5.108 -0.985 0.461
C -5.934 -0.356 1.376
C -5.690 0.966 1.717
C -4.623 1.630 1.138
C -3.770 1.005 0.225
C -2.633 1.801 -0.334
Sb -0.926 1.936 0.988
C 0.086 3.418 -0.173
C -1.766 3.324 2.387
H -1.934 -3.766 -2.349
H -0.362 -4.134 -1.612
H -0.550 -2.669 -2.588
H -3.491 -4.121 0.047
H -3.407 -3.204 1.567
H -2.189 -4.439 1.213
H -3.779 -1.848 -1.618
H -2.718 -0.464 -1.863
H -5.313 -2.010 0.174
H -6.770 -0.891 1.808
H -6.333 1.481 2.418
H -4.444 2.670 1.387
H -2.943 2.832 -0.515
H -2.237 1.403 -1.267
H -0.599 4.232 -0.411
H 0.443 2.955 -1.090
H 0.933 3.820 0.381
H -2.231 4.155 1.856
H -0.962 3.711 3.013
H -2.505 2.840 3.023
O 4.767 0.014 -1.220
C 4.129 0.652 -2.234
C 4.861 1.198 -3.287
C 4.229 1.844 -4.333
C 2.846 1.952 -4.349
C 2.121 1.405 -3.306
C 2.732 0.757 -2.234
C 1.847 0.217 -1.142
O 0.587 0.246 -1.343
O 2.340 -0.224 -0.076
H 5.712 0.034 -1.401
H 5.943 1.107 -3.273
H 4.821 2.262 -5.138
H 2.342 2.453 -5.164
H 1.041 1.460 -3.293

***

(3)
91
Properties=species:S:1:pos:R:3 method="wB97M-V/def2-TZVPD" total_charge=+1 e_above_lowest_kcal_mol=0.0 e_homo_ev=-10.4
Sn -0.307 -0.177 0.073
C 2.889 -0.789 1.364
O 1.946 0.278 1.326
C 1.925 1.035 2.526
C 1.021 2.225 2.329
O -0.274 1.758 1.999
C -1.216 2.812 1.853
H 3.880 -0.405 1.618
H 2.920 -1.242 0.379
H 2.599 -1.548 2.097
H 2.933 1.397 2.749
H 1.571 0.423 3.364
H 1.405 2.856 1.518
H 0.996 2.808 3.256
H -0.892 3.521 1.084
H -1.346 3.342 2.800
H -2.165 2.363 1.568
O 1.099 -4.411 -0.805
C 2.047 -4.185 -1.746
C 2.757 -5.249 -2.300
C 3.734 -5.033 -3.249
C 4.023 -3.739 -3.667
C 3.323 -2.681 -3.130
C 2.324 -2.871 -2.166
C 1.608 -1.691 -1.632
O 0.661 -1.858 -0.749
N 1.989 -0.523 -2.066
N 1.277 0.532 -1.536
C 1.736 1.692 -1.848
S 3.172 1.880 -2.813
C 2.967 3.684 -3.006
C 2.315 4.243 -1.761
S 0.930 3.142 -1.324
H 1.026 -5.357 -0.642
H 2.531 -6.258 -1.974
H 4.274 -5.872 -3.669
H 4.789 -3.561 -4.409
H 3.528 -1.669 -3.447
H 2.353 3.858 -3.888
H 3.957 4.108 -3.162
H 1.897 5.233 -1.930
H 3.004 4.275 -0.919
I -3.104 2.210 -4.169
C -1.999 1.275 -2.558
H -0.988 1.151 -2.936
H -2.009 2.003 -1.750
C -3.928 -2.421 -1.595
C -2.892 -2.398 -2.518
C -2.245 -1.206 -2.810
C -2.627 -0.025 -2.175
C -3.651 -0.063 -1.227
C -4.299 -1.253 -0.940
H -4.452 -3.345 -1.391
H -2.595 -3.308 -3.023
H -1.450 -1.181 -3.547
H -3.959 0.854 -0.735
H -5.103 -1.270 -0.216
C -4.889 1.111 4.500
C -3.611 1.482 4.894
C -2.512 0.774 4.433
C -2.683 -0.317 3.583
C -3.964 -0.673 3.178
C -5.065 0.037 3.640
Sb -0.967 -1.413 2.928
C -0.189 -1.828 4.889
C -0.987 -1.793 6.029
C -0.427 -2.020 7.279
C 0.931 -2.275 7.400
C 1.730 -2.329 6.268
C 1.169 -2.108 5.019
C -1.999 -3.246 2.568
C -2.459 -4.060 3.597
C -3.168 -5.215 3.303
C -3.419 -5.564 1.982
C -2.956 -4.759 0.952
C -2.243 -3.604 1.244
H -5.748 1.660 4.866
H -3.472 2.320 5.567
H -1.513 1.057 4.748
H -4.105 -1.517 2.512
H -6.062 -0.255 3.337
H -2.047 -1.592 5.946
H -1.055 -1.997 8.160
H 1.369 -2.434 8.377
H 2.788 -2.544 6.356
H 1.793 -2.170 4.134
H -2.265 -3.795 4.629
H -3.526 -5.848 4.105
H -3.972 -6.466 1.754
H -3.142 -5.033 -0.079
H -1.869 -2.988 0.432

***

(4)
100
Properties=species:S:1:pos:R:3 method="wB97M-V/def2-TZVPD" total_charge=-1 e_above_lowest_kcal_mol=49.2 e_homo_ev=-5.5
N 0.538 0.517 -0.324
O 0.117 0.147 0.758
O 1.494 0.016 -0.858
O 0.014 1.451 -0.901
C 3.476 -4.553 1.528
C 2.181 -3.890 0.965
O 1.332 -4.411 0.220
N 1.854 -2.679 1.299
C 2.616 -1.814 2.211
H 3.329 -5.623 1.383
H 3.528 -4.577 2.616
H 4.448 -4.349 1.078
H 0.964 -2.514 0.850
H 2.445 -2.192 3.219
H 2.269 -0.786 2.109
H 3.688 -1.849 2.013
C -6.057 -2.987 2.155
C -4.794 -2.355 1.399
O -4.457 -2.757 0.277
N -4.238 -1.289 2.014
C -3.195 -0.502 1.491
H -6.311 -4.043 2.066
H -6.951 -2.390 1.976
H -5.775 -2.859 3.200
H -4.642 -0.990 2.890
H -3.425 -0.300 0.445
H -2.225 -0.998 1.493
H -3.037 0.384 2.106
C -0.754 -4.724 4.269
C -1.036 -3.271 4.526
O -1.851 -2.981 5.394
N -0.263 -2.377 3.951
C -0.491 -0.923 4.134
H -1.625 -5.351 4.461
H -0.127 -5.062 5.094
H -0.403 -4.795 3.240
H 0.501 -2.662 3.355
H -0.646 -0.528 3.130
H 0.403 -0.547 4.632
H -1.344 -0.622 4.742
C 3.181 2.311 1.594
C 2.156 2.998 2.393
O 2.497 3.929 3.123
N 0.934 2.409 2.368
C -0.366 3.040 2.789
H 3.663 1.612 2.277
H 3.980 3.019 1.373
H 2.851 1.797 0.691
H 1.039 1.542 1.860
H -0.933 2.138 3.022
H -0.791 3.591 1.950
H -0.362 3.789 3.580
C -3.626 3.158 -3.867
C -2.362 2.781 -3.053
O -1.309 2.423 -3.567
N -2.377 2.697 -1.768
C -3.421 3.186 -0.859
H -3.796 2.565 -4.765
H -3.427 4.164 -4.237
H -4.531 3.139 -3.259
H -1.547 2.342 -1.316
H -4.389 2.721 -1.046
H -3.527 4.268 -0.940
H -3.213 3.012 0.197
C -3.572 -0.781 -2.776
C -2.093 -1.099 -2.373
O -1.180 -0.653 -3.017
N -1.880 -2.100 -1.554
C -0.477 -2.529 -1.372
H -3.792 -1.489 -3.575
H -3.835 0.241 -3.048
H -4.203 -0.916 -1.898
H -2.682 -2.566 -1.156
H 0.180 -2.471 -2.239
H -0.529 -3.552 -0.998
H 0.074 -2.096 -0.537
C 3.698 -2.468 -1.505
C 4.076 -1.745 -2.857
O 3.245 -1.148 -3.551
N 5.416 -1.635 -3.153
C 5.999 -1.026 -4.343
H 2.616 -2.529 -1.383
H 4.224 -1.885 -0.748
H 4.067 -3.465 -1.747
H 6.115 -2.001 -2.523
H 5.481 -0.073 -4.446
H 5.890 -1.727 -5.171
H 7.063 -0.845 -4.195
C 1.908 4.409 -0.943
C 1.352 4.667 -2.266
O 1.203 3.806 -3.115
N 1.038 5.959 -2.559
C 0.527 6.322 -3.870
H 1.403 5.011 -0.188
H 2.896 4.869 -0.910
H 1.987 3.337 -0.765
H 0.982 6.586 -1.768
H 0.686 5.603 -4.673
H 0.762 7.319 -4.242
H -0.517 6.074 -3.682

***

(5)
29
Properties=species:S:1:pos:R:3 method="wB97M-V/def2-TZVPD" spin_multiplicity=5 total_charge=+2 e_above_lowest_kcal_mol=2.0 e_homo_ev="-15.1 / -15.4"
I -4.744 -0.693 -1.548
I -4.203 1.782 -1.290
Rh 0.342 0.008 0.058
P 0.449 -0.049 -2.151
C -1.194 -0.037 -2.943
C 1.303 1.396 -2.969
H 2.302 -1.601 -2.588
H 1.279 -1.452 -4.057
H 0.708 -2.413 -2.664
C 1.238 -1.523 -2.960
H 2.351 1.455 -2.574
H 1.352 1.310 -4.061
H -1.124 -0.051 -4.043
H -1.721 0.868 -2.643
H 0.774 2.321 -2.693
H -1.761 -0.880 -2.616
C -1.351 -0.336 0.508
O -2.392 -0.520 0.980
Cl 2.714 -0.217 -0.114
N -0.092 -1.006 4.342
C -0.401 0.453 4.394
C -0.384 0.872 2.925
O -1.075 1.801 2.483
O 0.388 0.073 2.236
H -0.984 -1.486 4.166
H 0.260 -1.339 5.234
H 0.570 -1.183 3.530
H -1.431 0.591 4.772
H 0.312 0.972 5.010

***

(6)
15
Properties=species:S:1:pos:R:3 method="wB97M-V/def2-TZVPD" spin_multiplicity=3 total_charge=-1 e_above_lowest_kcal_mol=0.0 e_homo_ev="-0.8 / -5.0"
C 1.174 0.573 -1.936
C -0.071 1.228 -1.707
C 1.636 -0.398 -1.130
C -0.744 0.935 -0.610
C 0.961 -0.669 0.060
C -0.268 -0.029 0.275
O -0.539 -1.677 3.483
O -2.148 0.245 3.326
P -1.384 -0.813 2.669
H 1.695 0.997 -2.870
H -0.346 1.931 -2.519
H 2.641 -0.756 -1.298
H -1.617 1.430 -0.338
H 1.198 -1.510 0.688
H -2.189 -1.487 1.908

***

(7)
14
Properties=species:S:1:pos:R:3 method="wB97M-V/def2-TZVPD" total_charge=0 e_above_lowest_kcal_mol=117.8 e_homo_ev="-8.4 / -8.4"
C 0.786 2.485 0.140
C -0.227 1.763 -0.173
C 2.068 0.764 0.468
C 0.713 -1.358 0.070
C -0.631 -1.860 0.115
N 2.046 2.072 0.416
N 1.058 -0.050 0.228
S 1.921 -2.412 -0.125
H 0.474 3.549 0.299
H -1.149 1.137 -0.161
H 3.026 0.393 0.846
H -1.339 -1.193 0.461
H -0.631 -2.667 0.800
H -0.947 -2.155 -0.832

***

(8)
17
Properties=species:S:1:pos:R:3 method="wB97M-V/def2-TZVPD" spin_multiplicity=3 total_charge=+1 e_above_lowest_kcal_mol=51.9 e_homo_ev="-11.7 / -13.5"
C 1.005 -0.879 -1.386
C -1.424 0.566 0.379
C -0.239 0.258 1.242
C 1.288 -0.221 1.450
C -2.359 1.539 0.903
N 1.746 -1.490 -2.372
S 2.163 -1.116 0.359
H 0.967 0.137 -1.358
H 0.070 -1.480 -1.312
H -1.356 0.152 -0.557
H -0.383 0.722 2.158
H 1.790 0.015 2.294
H -2.286 2.353 0.332
H -2.161 1.888 2.018
H -3.275 1.138 0.880
H 1.766 -2.469 -2.490
H 2.687 -1.111 -2.543

***

Repeat the third record exactly.
91
Properties=species:S:1:pos:R:3 method="wB97M-V/def2-TZVPD" total_charge=+1 e_above_lowest_kcal_mol=0.0 e_homo_ev=-10.4
Sn -0.307 -0.177 0.073
C 2.889 -0.789 1.364
O 1.946 0.278 1.326
C 1.925 1.035 2.526
C 1.021 2.225 2.329
O -0.274 1.758 1.999
C -1.216 2.812 1.853
H 3.880 -0.405 1.618
H 2.920 -1.242 0.379
H 2.599 -1.548 2.097
H 2.933 1.397 2.749
H 1.571 0.423 3.364
H 1.405 2.856 1.518
H 0.996 2.808 3.256
H -0.892 3.521 1.084
H -1.346 3.342 2.800
H -2.165 2.363 1.568
O 1.099 -4.411 -0.805
C 2.047 -4.185 -1.746
C 2.757 -5.249 -2.300
C 3.734 -5.033 -3.249
C 4.023 -3.739 -3.667
C 3.323 -2.681 -3.130
C 2.324 -2.871 -2.166
C 1.608 -1.691 -1.632
O 0.661 -1.858 -0.749
N 1.989 -0.523 -2.066
N 1.277 0.532 -1.536
C 1.736 1.692 -1.848
S 3.172 1.880 -2.813
C 2.967 3.684 -3.006
C 2.315 4.243 -1.761
S 0.930 3.142 -1.324
H 1.026 -5.357 -0.642
H 2.531 -6.258 -1.974
H 4.274 -5.872 -3.669
H 4.789 -3.561 -4.409
H 3.528 -1.669 -3.447
H 2.353 3.858 -3.888
H 3.957 4.108 -3.162
H 1.897 5.233 -1.930
H 3.004 4.275 -0.919
I -3.104 2.210 -4.169
C -1.999 1.275 -2.558
H -0.988 1.151 -2.936
H -2.009 2.003 -1.750
C -3.928 -2.421 -1.595
C -2.892 -2.398 -2.518
C -2.245 -1.206 -2.810
C -2.627 -0.025 -2.175
C -3.651 -0.063 -1.227
C -4.299 -1.253 -0.940
H -4.452 -3.345 -1.391
H -2.595 -3.308 -3.023
H -1.450 -1.181 -3.547
H -3.959 0.854 -0.735
H -5.103 -1.270 -0.216
C -4.889 1.111 4.500
C -3.611 1.482 4.894
C -2.512 0.774 4.433
C -2.683 -0.317 3.583
C -3.964 -0.673 3.178
C -5.065 0.037 3.640
Sb -0.967 -1.413 2.928
C -0.189 -1.828 4.889
C -0.987 -1.793 6.029
C -0.427 -2.020 7.279
C 0.931 -2.275 7.400
C 1.730 -2.329 6.268
C 1.169 -2.108 5.019
C -1.999 -3.246 2.568
C -2.459 -4.060 3.597
C -3.168 -5.215 3.303
C -3.419 -5.564 1.982
C -2.956 -4.759 0.952
C -2.243 -3.604 1.244
H -5.748 1.660 4.866
H -3.472 2.320 5.567
H -1.513 1.057 4.748
H -4.105 -1.517 2.512
H -6.062 -0.255 3.337
H -2.047 -1.592 5.946
H -1.055 -1.997 8.160
H 1.369 -2.434 8.377
H 2.788 -2.544 6.356
H 1.793 -2.170 4.134
H -2.265 -3.795 4.629
H -3.526 -5.848 4.105
H -3.972 -6.466 1.754
H -3.142 -5.033 -0.079
H -1.869 -2.988 0.432

***

Copy entry 6 word for word.
15
Properties=species:S:1:pos:R:3 method="wB97M-V/def2-TZVPD" spin_multiplicity=3 total_charge=-1 e_above_lowest_kcal_mol=0.0 e_homo_ev="-0.8 / -5.0"
C 1.174 0.573 -1.936
C -0.071 1.228 -1.707
C 1.636 -0.398 -1.130
C -0.744 0.935 -0.610
C 0.961 -0.669 0.060
C -0.268 -0.029 0.275
O -0.539 -1.677 3.483
O -2.148 0.245 3.326
P -1.384 -0.813 2.669
H 1.695 0.997 -2.870
H -0.346 1.931 -2.519
H 2.641 -0.756 -1.298
H -1.617 1.430 -0.338
H 1.198 -1.510 0.688
H -2.189 -1.487 1.908